(1)
Entry from OMol25: a structure of composition C40H49Br2N8O8RbSSi (ωB97M-V/def2-TZVPD).

- Relative energy (zero: lowest compared OMol25 entry of this formula, charge and spin): 1.6 kcal per mole
- HOMO: -3.47 eV
- Total charge: -2
- E: -8453.74445 a.u.
- Lowest unoccupied orbital energy: 0.1342 Ha

Geometry as XYZ:
```
110
Properties=species:S:1:pos:R:3:lowdin_charge:R:1
Rb -0.502 0.342 -0.247 0.708
Br -2.600 1.736 1.846 0.611
Br 5.663 2.352 -2.973 0.692
S -2.498 1.942 -2.775 0.546
Si -3.289 2.247 3.907 0.455
O 2.989 -4.360 3.206 0.029
O -2.894 2.747 -3.918 -0.344
O 2.815 0.651 3.311 -0.053
O 0.785 1.151 2.493 -0.121
O -0.219 7.116 -2.304 0.022
O -1.773 -2.154 0.270 -0.144
O -1.926 2.728 -1.681 -0.395
O -1.066 -4.288 0.256 -0.051
N 1.467 2.971 -0.736 0.085
N -2.860 -0.442 -4.471 0.126
N -7.544 -0.233 -0.454 0.078
N 2.488 -0.258 -0.781 0.048
N -0.882 5.213 -3.352 0.186
N 0.368 -1.463 1.867 0.102
N -1.451 0.803 -3.048 -0.159
N -0.762 -1.268 -3.686 0.121
C 0.519 5.492 -0.027 -0.005
C -5.729 3.226 5.024 -0.101
C 4.432 1.136 -0.708 -0.108
C 4.371 1.277 -2.078 -0.689
C -2.204 -2.680 -4.953 -0.086
C -5.926 1.186 3.616 -0.103
C -5.209 1.763 -2.511 -0.058
C -1.010 -3.091 0.592 -0.679
C -3.576 0.657 6.274 -0.100
C 2.451 -0.099 -2.103 -0.148
C -1.291 0.755 5.262 -0.091
C -3.022 -0.604 4.190 -0.108
C 0.175 -2.735 1.528 -0.182
C -6.385 1.279 -1.962 -0.043
C -1.031 -2.427 -4.255 -0.149
C -0.291 5.895 -2.338 -0.504
C -6.358 0.229 -1.046 -0.330
C -3.959 0.164 -1.235 -0.077
C -2.523 4.166 5.894 -0.095
C 1.700 0.367 2.829 -0.685
C -5.186 2.523 3.770 -0.623
C 1.528 3.400 0.529 -0.116
C -3.991 1.214 -2.141 -0.280
C 0.399 5.035 -1.331 -0.134
C -5.561 3.363 2.539 -0.113
C -2.352 3.853 4.399 -0.613
C 3.376 0.658 -2.809 -0.112
C 1.439 -1.136 2.588 -0.193
C 0.893 3.770 -1.629 -0.098
C -3.083 -1.614 -5.035 -0.161
C -1.712 -0.307 -3.770 -0.479
C -2.796 0.714 4.950 -0.617
C -2.885 5.052 3.602 -0.108
C 2.341 -2.080 3.060 0.046
C 2.110 -3.407 2.741 -0.298
C -5.131 -0.327 -0.692 -0.018
C 1.027 -3.747 1.950 0.036
C -0.847 3.760 4.092 -0.105
C 3.457 0.351 -0.104 -0.120
C 1.079 4.655 0.920 -0.044
H 2.693 -5.211 2.866 0.090
H 1.153 4.949 1.958 0.099
H -0.323 3.002 4.666 0.063
H -1.011 -0.195 5.731 0.091
H -5.568 0.629 2.749 0.072
H -2.414 -3.644 -5.392 0.080
H -4.643 0.484 6.121 0.056
H -5.219 2.567 -3.233 0.106
H -2.390 -0.672 3.304 0.054
H -3.195 -0.175 6.876 0.081
H -5.079 -1.152 0.010 0.120
H 1.627 -0.578 -2.626 0.091
H -5.494 2.686 5.944 0.067
H -3.920 5.299 3.843 0.057
H -4.019 -1.703 -5.582 0.097
H -5.275 2.867 1.613 0.055
H 1.905 2.703 1.270 0.092
H 3.453 0.231 0.976 0.101
H -2.273 5.928 3.846 0.082
H -0.395 4.731 4.331 0.084
H -8.361 -0.136 -1.038 0.073
H 3.200 -1.766 3.633 0.117
H -6.650 3.491 2.530 0.082
H -5.111 4.354 2.540 0.055
H 0.824 -4.764 1.634 0.112
H -0.681 0.871 4.361 0.062
H 0.152 6.479 0.220 0.116
H -5.343 4.242 5.123 0.058
H -1.208 4.272 -3.177 0.048
H -3.573 4.257 6.192 0.058
H -0.647 3.544 3.048 0.041
H -2.034 5.122 6.116 0.082
H -3.466 1.568 6.868 0.064
H -3.035 -0.302 -0.928 0.054
H -6.990 1.394 3.457 0.082
H 3.301 0.775 -3.880 0.099
H -4.054 -0.764 3.884 0.062
H -1.427 5.758 -4.000 0.109
H 5.190 1.629 -0.117 0.102
H -0.273 -3.196 -4.143 0.104
H -2.743 -1.429 4.855 0.086
H -2.807 4.887 2.527 0.079
H -6.821 3.296 4.953 0.081
H -5.842 0.551 4.497 0.058
H -1.030 1.550 5.962 0.064
H 0.823 3.381 -2.639 0.120
H -7.469 -1.166 -0.078 0.078
H -7.336 1.720 -2.241 0.101
H -2.056 3.411 6.523 0.063
```



(2)
Entry from OMol25: a structure of composition C40H49CaF5I2N7O3P2Te in a non-equilibrium geometry (ωB97M-V/def2-TZVPD).

- Relative energy (zero: lowest compared OMol25 entry of this formula, charge and spin): 27.9 kcal per mole
- HOMO: -5.48 eV
- Total charge: -1
- E: -4885.91314 a.u.
- Lowest unoccupied orbital energy: 0.0673 Ha

Geometry as XYZ:
```
110
Properties=species:S:1:pos:R:3:lowdin_charge:R:1
I -0.790 -1.834 1.193 0.600
I -3.112 -1.662 3.173 -0.169
Te -1.086 2.891 -2.432 1.964
Ca -0.850 0.450 -0.916 1.114
P 1.103 -2.586 -0.212 0.775
P 1.044 1.442 2.388 1.120
F -2.269 1.686 -3.487 -0.475
F -0.425 3.879 -3.928 -0.466
F -0.841 4.477 -1.329 -0.467
F -2.348 2.157 -0.847 -0.566
F -2.642 3.896 -2.754 -0.427
O 0.069 2.161 -0.045 -0.323
O -0.208 0.074 -2.869 -0.394
O -7.764 1.635 1.495 0.045
N 0.959 2.128 -6.884 0.155
N -7.815 -0.361 0.440 0.135
N -5.830 0.962 0.538 0.157
N -0.522 -1.877 -5.650 0.163
N 1.374 0.279 -0.478 -0.095
N -2.954 -0.575 -1.120 -0.085
N 0.139 0.912 -3.773 -0.144
C 0.433 -2.874 -1.909 -0.517
C 3.674 2.093 2.914 -0.133
C -7.162 0.784 0.858 -0.529
C 2.170 3.749 -1.558 -0.072
C -6.183 -4.073 -0.742 -0.281
C 5.078 -1.636 -0.134 -0.108
C 1.334 1.683 -0.511 -0.535
C -0.638 2.018 2.952 -0.552
C -5.674 -3.391 0.361 -0.036
C -3.754 0.001 -0.221 -0.159
C 3.822 0.416 -0.389 -0.024
C -7.307 -3.550 -1.373 -0.053
C -5.528 0.214 -1.779 0.018
C -6.236 -2.202 0.793 -0.036
C -7.297 -1.640 0.094 -0.261
C 1.203 2.477 0.846 -0.379
C -0.728 -3.872 -1.897 -0.111
C 0.126 0.549 -5.012 -0.292
C -3.444 -0.792 -2.345 -0.141
C 1.377 -4.253 0.544 -0.544
C -4.714 -0.396 -2.714 -0.032
C -5.055 0.385 -0.486 -0.223
C 2.296 2.169 3.585 -0.544
C 3.898 -2.352 -0.131 -0.115
C 2.663 -1.714 -0.287 -0.284
C 1.922 2.431 -1.641 -0.072
C -7.858 -2.341 -0.966 -0.034
C 0.564 1.467 -6.030 -0.174
C -5.513 -5.326 -1.249 -0.054
C -0.843 1.534 4.390 -0.144
C 1.512 -3.251 -2.925 -0.084
C 1.955 -4.101 1.960 -0.124
C 1.664 3.864 0.820 -0.050
C -1.003 3.488 2.751 -0.087
C 5.021 -0.245 -0.265 -0.086
C 2.586 -0.291 -0.416 -0.303
C -0.243 -0.789 -5.399 -0.159
C 2.164 -5.264 -0.312 -0.101
C 2.029 4.469 -0.320 -0.057
C 2.107 3.529 4.266 -0.116
H -8.809 -0.293 0.569 0.143
H -8.713 -1.924 -1.486 0.110
H 2.414 -2.652 -2.792 0.076
H 3.814 1.496 -0.455 0.104
H -1.085 -4.004 -2.921 0.087
H -4.818 -3.789 0.900 0.099
H -2.784 -1.275 -3.058 0.109
H -4.656 -5.066 -1.879 0.077
H -7.744 -4.078 -2.214 0.107
H 2.672 -5.978 0.339 0.080
H 3.772 2.853 2.136 0.068
H 1.130 -3.064 -3.930 0.059
H -0.552 0.486 4.496 0.054
H -5.048 -0.536 -3.735 0.113
H -0.995 3.761 1.693 0.073
H -0.257 2.126 5.098 0.057
H -1.895 1.607 4.673 0.072
H -6.198 -5.927 -1.849 0.071
H -6.516 0.569 -2.045 0.129
H 0.036 -1.907 -2.208 0.058
H 4.466 2.258 3.651 0.075
H 1.706 4.403 1.752 0.083
H -0.335 4.162 3.290 0.061
H -1.564 -3.515 -1.297 0.043
H -2.019 3.658 3.123 0.084
H 6.027 -2.145 -0.026 0.094
H 0.362 -4.632 0.662 0.082
H 1.778 -4.307 -2.854 0.067
H 2.553 4.272 -2.426 0.119
H 2.949 -3.654 1.955 0.067
H 3.837 1.118 2.449 0.059
H 2.023 -5.086 2.430 0.081
H -5.368 1.625 1.137 0.157
H 2.931 3.687 4.970 0.077
H 2.312 5.515 -0.304 0.112
H -5.834 -1.703 1.668 0.054
H 1.179 3.583 4.832 0.050
H -5.143 -5.936 -0.423 0.076
H 5.943 0.327 -0.253 0.104
H 2.227 1.860 -2.507 0.121
H -3.341 0.173 0.769 0.040
H 2.914 -4.804 -0.951 0.053
H 2.124 4.357 3.560 0.054
H -1.316 1.436 2.316 0.068
H 3.951 -3.424 -0.010 0.081
H 1.314 -3.483 2.586 0.040
H -0.423 -4.852 -1.527 0.061
H 1.495 -5.829 -0.960 0.068
H 2.280 1.413 4.376 0.093
```



(3)
Entry from OMol25: a structure of composition C40H49ClN9OSn in a non-equilibrium geometry (ωB97M-V/def2-TZVPD).

- Relative energy (zero: lowest compared OMol25 entry of this formula, charge and spin): 27.3 kcal per mole
- HOMO: -14.80 eV
- Total charge: +3
- E: -2795.25216 a.u.
- Lowest unoccupied orbital energy: -0.3502 Ha

Geometry as XYZ:
```
101
Properties=species:S:1:pos:R:3:lowdin_charge:R:1
Sn -1.397 0.174 -2.043 1.336
Cl 3.178 -5.779 2.734 0.703
O 3.544 -0.052 1.641 -0.012
N -0.319 -0.498 -3.904 0.004
N -1.706 2.233 -0.850 -0.084
N -0.635 -1.884 -1.715 0.048
N 2.137 2.534 -0.552 0.167
N -1.615 -0.417 0.170 -0.014
N 2.031 1.688 0.507 -0.054
N -1.862 1.810 -3.725 -0.107
N -11.023 0.332 0.285 0.205
N 0.881 0.743 -1.084 0.022
C 5.070 1.797 2.141 -0.532
C -1.010 -2.518 -0.610 -0.165
C 0.232 -3.849 -2.664 0.069
C 5.287 3.026 3.029 -0.028
C 3.583 -2.152 4.377 -0.015
C 3.665 1.172 2.373 -0.426
C 1.460 1.932 -1.490 -0.203
C -2.178 -2.273 1.677 0.037
C 3.810 -3.482 4.020 -0.068
C 1.589 -2.137 3.108 -0.068
C 2.920 -4.127 3.190 -0.676
C 6.168 0.767 2.442 -0.026
C 0.327 -1.599 -3.843 -0.206
C -4.541 -0.348 -1.714 -0.073
C 1.807 -3.461 2.736 -0.116
C -8.563 -0.010 -0.510 -0.190
C -3.371 -0.367 -2.042 -0.109
C -6.231 -0.147 0.039 -0.024
C -1.545 3.108 -3.120 -0.172
C 1.385 -2.005 -4.820 0.039
C -1.227 1.463 -5.011 -0.146
C -0.035 0.558 -4.867 -0.162
C -0.198 -4.550 -1.545 0.049
C -7.541 0.031 0.440 0.001
C 2.258 0.006 4.281 -0.107
C -2.273 3.189 -1.811 -0.161
C -8.267 -0.206 -1.857 0.009
C -0.821 -3.883 -0.500 0.062
C 5.211 2.200 0.664 -0.041
C -2.631 1.792 0.231 -0.166
C 3.409 0.964 3.887 -0.105
C -6.955 -0.369 -2.259 -0.003
C 2.554 2.098 1.829 -0.011
C -5.925 -0.325 -1.318 -0.241
C 2.480 -1.454 3.909 -0.242
C -0.030 -2.494 -2.715 -0.179
C -1.610 -1.649 0.446 -0.243
C 1.282 0.634 0.190 -0.115
C -2.028 0.673 1.036 -0.150
C -9.939 0.162 -0.077 -0.144
H 4.285 -1.662 5.049 0.130
H -0.463 3.187 -2.980 0.113
H -1.976 0.958 -5.617 0.146
H 4.473 3.763 2.950 0.092
H -2.214 4.212 -1.442 0.152
H -2.875 1.758 -3.845 0.136
H 4.320 0.579 4.346 0.107
H -1.862 3.945 -3.744 0.152
H 0.843 1.119 -4.515 0.138
H 6.195 -0.044 1.702 0.095
H 2.168 0.062 5.368 0.132
H 6.208 3.531 2.724 0.103
H -2.732 0.391 1.813 0.132
H -3.549 1.465 -0.247 0.095
H 0.693 -1.614 2.762 0.087
H 2.062 -2.743 -4.402 0.101
H -2.881 2.601 0.920 0.154
H -3.113 -2.783 1.393 0.130
H 3.207 1.947 4.326 0.131
H -7.786 0.198 1.482 0.134
H -1.519 -3.024 2.109 0.093
H 6.257 2.423 0.445 0.100
H 1.302 0.354 3.859 0.102
H -1.151 -4.435 0.371 0.138
H 4.315 -0.599 1.824 0.100
H 1.099 -0.201 0.862 0.136
H -5.433 -0.137 0.776 0.109
H 7.138 1.264 2.389 0.104
H -2.413 -1.538 2.442 0.090
H 2.934 3.102 1.697 0.121
H 1.117 -3.991 2.085 0.083
H -9.070 -0.230 -2.585 0.138
H 0.725 -4.361 -3.480 0.142
H 5.404 2.756 4.084 0.096
H 4.898 1.385 0.002 0.086
H -3.329 2.945 -1.947 0.142
H 1.957 -1.140 -5.153 0.103
H -0.851 2.624 -0.448 0.131
H 4.678 -4.015 4.395 0.122
H -0.046 -5.623 -1.487 0.146
H -1.115 1.040 1.521 0.134
H 0.200 0.174 -5.859 0.145
H -0.910 2.351 -5.554 0.147
H 0.911 -2.438 -5.713 0.135
H 1.720 2.151 2.525 0.130
H 4.631 3.098 0.417 0.078
H 6.094 0.333 3.443 0.088
H -6.722 -0.528 -3.308 0.129
H 1.381 2.339 -2.493 0.108
```